Entry from the Open Molecules 2025 dataset: a molecular structure, C52H47BiBrClN7P in a non-equilibrium geometry (the ωB97M-V functional and the def2-TZVPD basis).

Properties
relative energy (zero: lowest compared OMol25 entry of this formula, charge and spin): 1.308 eV
lowest unoccupied orbital energy (spin up / spin down): 0.369 / 0.092 eV
largest force on an atom: 1.8 eV Å⁻¹
spin multiplicity: 1
HOMO-LUMO gap (spin up / spin down): 0.22329 / 0.18342 hartree
highest occupied orbital energy (spin up / spin down): -0.20975 / -0.18003 hartree

CARTESIAN COORDINATES (ANGSTROEM)
Bi (-0.53, -0.27, 1.98)
N (3.71, -4.13, 1.06)
C (2.35, -4.28, 1.02)
N (1.58, -3.64, 0.23)
C (2.11, -2.72, -0.65)
N (1.24, -2.10, -1.45)
N (-0.11, -2.22, -1.57)
C (-0.88, -3.33, -1.27)
C (-2.26, -3.33, -0.99)
C (-2.96, -4.57, -0.90)
C (-4.31, -4.57, -0.66)
C (-4.97, -3.35, -0.49)
C (-4.22, -2.19, -0.57)
N (-2.92, -2.16, -0.81)
C (3.53, -2.42, -0.62)
C (4.17, -1.40, -1.33)
C (5.54, -1.21, -1.25)
C (6.31, -2.00, -0.42)
C (5.69, -2.97, 0.36)
C (4.33, -3.17, 0.26)
H (4.26, -4.61, 1.75)
H (1.91, -4.99, 1.72)
H (-0.35, -4.26, -1.20)
H (-2.41, -5.49, -1.05)
H (-4.86, -5.50, -0.58)
H (-6.04, -3.31, -0.30)
H (-4.69, -1.22, -0.42)
H (3.60, -0.71, -1.94)
H (6.01, -0.43, -1.84)
H (7.38, -1.87, -0.36)
H (6.27, -3.57, 1.05)
C (0.39, 0.63, -5.31)
C (-0.83, 1.42, -4.92)
C (-1.32, 2.31, -5.88)
C (-2.45, 3.08, -5.67)
C (-3.13, 2.97, -4.47)
C (-2.65, 2.11, -3.50)
C (-1.50, 1.32, -3.69)
P (-1.20, 0.38, -2.12)
C (-0.19, -1.17, -2.68)
C (1.37, -1.14, -2.57)
C (2.11, -1.74, -3.72)
C (1.48, -2.46, -4.65)
C (0.03, -2.53, -4.72)
C (-0.77, -1.84, -3.90)
C (-2.26, -1.82, -4.12)
C (0.11, 1.51, -1.44)
C (1.11, 2.00, -2.28)
C (2.08, 2.88, -1.85)
C (2.06, 3.32, -0.54)
C (1.06, 2.90, 0.31)
C (0.05, 2.01, -0.10)
C (-0.98, 1.70, 0.92)
H (1.17, 1.30, -5.67)
H (0.14, -0.05, -6.12)
H (0.80, 0.04, -4.49)
H (-0.78, 2.39, -6.82)
H (-2.80, 3.74, -6.45)
H (-4.02, 3.56, -4.29)
H (-3.18, 2.02, -2.56)
H (1.79, -0.20, -2.24)
H (3.19, -1.62, -3.75)
H (2.05, -2.94, -5.44)
H (-0.41, -3.10, -5.54)
H (-2.62, -2.82, -4.31)
H (-2.50, -1.20, -4.99)
H (-2.78, -1.42, -3.25)
H (1.12, 1.69, -3.32)
H (2.82, 3.25, -2.55)
H (2.81, 4.02, -0.19)
H (1.02, 3.26, 1.32)
H (-1.98, 1.57, 0.49)
H (-0.98, 2.46, 1.70)
Cl (-7.08, -2.01, 4.60)
C (-5.50, -1.32, 4.39)
C (-4.38, -2.12, 4.51)
C (-3.13, -1.57, 4.33)
C (-2.96, -0.22, 4.04)
C (-1.61, 0.38, 3.91)
C (-4.11, 0.56, 3.89)
C (-5.38, 0.02, 4.07)
H (-4.49, -3.18, 4.74)
H (-2.25, -2.21, 4.40)
H (-0.96, 0.04, 4.72)
H (-1.64, 1.46, 3.91)
H (-4.02, 1.61, 3.64)
H (-6.26, 0.63, 3.96)
C (-1.73, 4.65, 4.65)
C (-0.27, 4.65, 4.33)
N (0.37, 3.74, 3.65)
C (1.68, 4.16, 3.59)
C (1.83, 5.34, 4.26)
N (0.57, 5.65, 4.73)
H (-2.15, 3.69, 4.35)
H (-2.25, 5.44, 4.11)
H (-1.90, 4.79, 5.72)
H (2.43, 3.58, 3.08)
H (2.68, 5.97, 4.43)
H (0.33, 6.46, 5.26)
Br (5.91, 1.02, 4.19)
C (4.12, 0.85, 3.56)
C (3.90, 0.49, 2.24)
C (2.59, 0.31, 1.82)
C (1.51, 0.44, 2.69)
C (1.77, 0.87, 3.98)
C (3.07, 1.09, 4.43)
H (4.73, 0.35, 1.56)
H (2.42, 0.05, 0.78)
H (0.95, 1.06, 4.66)
H (3.26, 1.44, 5.43)